The following is a quantum chemistry calculation of a molecular structure, C29H25N5OPRu, from OMol25.

XYZ file:
```
62
Properties=species:S:1:pos:R:3
Ru 1.345 -0.266 -0.209
O 2.316 -0.411 3.721
C 2.317 -0.422 2.513
N 1.202 -0.266 1.740
C -0.066 -0.156 2.393
C -1.244 -0.743 1.589
C -2.389 -0.994 2.543
C -3.347 -1.831 2.182
C -3.182 -2.521 0.857
C -3.311 -1.557 -0.309
N -2.742 -0.439 -0.527
C 3.570 -0.595 1.693
C 4.796 -0.688 2.311
C 5.927 -0.859 1.520
C 5.782 -0.928 0.142
C 4.516 -0.826 -0.404
N 3.420 -0.662 0.351
H -0.320 0.870 2.695
H -0.052 -0.737 3.323
H -2.382 -0.473 3.493
H -4.206 -2.062 2.798
H -3.897 -3.331 0.731
H -3.984 -1.835 -1.119
H 4.847 -0.626 3.389
H 6.906 -0.936 1.973
H 6.637 -1.056 -0.506
H 4.362 -0.864 -1.475
N -1.825 0.159 0.455
P -0.434 1.023 -0.508
C -0.786 1.000 -2.239
C 0.187 0.283 -2.954
C 0.190 0.271 -4.336
C -0.810 0.968 -5.008
C -1.783 1.680 -4.309
C -1.768 1.713 -2.926
C -0.608 2.681 0.123
C -0.034 3.669 -0.688
C -0.052 4.995 -0.286
C -0.650 5.348 0.915
C -1.221 4.375 1.727
C -1.193 3.047 1.340
C -0.830 -1.970 0.785
C -1.705 -3.144 0.829
C -1.460 -4.174 -0.177
C -0.411 -4.044 -1.042
C 0.376 -2.902 -0.934
N 0.135 -1.833 -0.103
H -2.409 0.873 0.908
H 0.990 -0.269 -2.422
H 0.956 -0.257 -4.886
H -0.822 0.967 -6.090
H -2.545 2.223 -4.852
H -2.505 2.295 -2.387
H 0.419 3.415 -1.640
H 0.391 5.752 -0.919
H -0.674 6.385 1.222
H -1.688 4.653 2.662
H -1.635 2.326 2.021
H -1.634 -3.642 1.814
H -2.089 -5.060 -0.182
H -0.154 -4.801 -1.771
H 1.261 -2.791 -1.552
```

Net charge: +3
Multiplicity: 1
E_HOMO, eV: -16.84
ΔE to the lowest compared entry with this formula, charge and spin, kJ/mol: 233.1
Frontier orbital gap, eV: 4.589
Max |F|, eV/A: 0.91


The following is a quantum chemistry calculation of a molecular structure, C5H8NO2 in a non-equilibrium geometry, from OMol25.

XYZ file:
```
16
Properties=species:S:1:pos:R:3
N -2.696 1.091 0.161
C -2.113 0.133 0.882
C -0.644 -0.294 0.746
C 0.162 0.559 -0.222
C 1.070 -0.127 -1.219
C 2.258 -0.757 -0.436
O 3.089 0.148 -0.133
O 2.255 -1.965 -0.148
H 0.456 -0.868 -1.748
H -1.980 1.487 1.053
H -2.714 -0.590 1.479
H -0.638 -1.303 0.269
H -0.166 -0.472 1.699
H 0.683 1.301 0.393
H -0.571 1.077 -0.857
H 1.550 0.578 -1.921
```

Net charge: -1
Multiplicity: 1
E_HOMO, eV: -3.96
ΔE to the lowest compared entry with this formula, charge and spin, kJ/mol: 332.9
Frontier orbital gap, eV: 7.513
Max |F|, eV/A: 3.65


The following is a quantum chemistry calculation of C5H6O2 in the gas phase, from OMol25.

XYZ file:
```
13
Properties=species:S:1:pos:R:3
C 2.552 -1.286 0.110
C 1.669 -0.693 -0.457
C 0.612 0.251 -0.824
O 0.649 0.916 -1.832
C -0.425 0.366 0.298
C -1.824 0.668 -0.197
O -0.475 -0.833 1.035
H 3.405 -1.755 0.537
H -0.072 1.201 0.933
H -2.492 0.705 0.668
H -2.168 -0.121 -0.872
H -1.854 1.626 -0.722
H 0.424 -1.046 1.324
```

Net charge: 0
Multiplicity: 1
E_HOMO, eV: -10.15
ΔE to the lowest compared entry with this formula, charge and spin, kJ/mol: 228.2
Frontier orbital gap, eV: 10.180
Max |F|, eV/A: 0.74
SMILES: C#CC(=O)[C@@H](C)O


The following is a quantum chemistry calculation of 5 unconnected molecules or ions with the total composition C6H18O5 in a non-equilibrium geometry, from OMol25.

XYZ file:
```
29
Properties=species:S:1:pos:R:3
C 1.979 0.559 2.300
C 0.673 0.703 2.282
C 0.040 1.852 1.495
C 0.324 1.593 -0.039
C 1.757 1.497 -0.395
C 2.066 0.474 -1.447
O 1.214 -0.128 -2.100
H 2.772 1.211 1.923
H 2.514 -0.260 2.680
H 0.037 0.022 2.837
H 0.588 2.768 1.794
H -1.138 1.825 1.640
H -0.345 0.765 -0.359
H -0.328 2.405 -0.468
H 2.454 1.173 0.409
H 2.271 2.351 -0.625
H 3.183 0.454 -1.920
O -1.423 -1.985 -1.929
H -1.939 -2.290 -2.657
H -0.947 -1.187 -2.259
O 0.113 -2.853 1.424
H 0.539 -3.152 0.563
H -0.732 -2.467 1.202
O -2.367 0.358 -2.925
H -2.061 1.133 -2.500
H -2.892 -0.135 -2.279
O -2.758 -2.556 0.651
H -2.281 -2.365 -0.181
H -3.313 -1.765 0.885
```

Net charge: 0
Multiplicity: 1
E_HOMO, eV: -9.70
ΔE to the lowest compared entry with this formula, charge and spin, kJ/mol: 367.6
Frontier orbital gap, eV: 9.956
Max |F|, eV/A: 3.82
SMILES: C=CCCCC=O.O.O.O.O


The following is a quantum chemistry calculation of C5H7NO in the gas phase in a non-equilibrium geometry, from OMol25.

XYZ file:
```
14
Properties=species:S:1:pos:R:3
H -1.662 1.870 -1.384
N -1.059 1.219 -0.886
C -1.536 0.020 -0.919
C -0.849 -1.131 -0.329
C 0.409 -1.149 0.111
C 1.356 -0.005 0.164
C 1.060 0.894 1.336
O 1.906 1.169 2.150
H -2.420 -0.232 -1.517
H -1.423 -2.052 -0.300
H 0.788 -2.091 0.499
H 2.399 -0.311 0.272
H 1.269 0.652 -0.707
H -0.240 1.146 1.512
```

Net charge: 0
Multiplicity: 1
E_HOMO, eV: -9.26
ΔE to the lowest compared entry with this formula, charge and spin, kJ/mol: 214.9
Frontier orbital gap, eV: 9.465
Max |F|, eV/A: 3.80
SMILES: [H]/N=C/C=C\CC=O


The following is a quantum chemistry calculation of a molecular structure, C21H35NOP2SeSn in a non-equilibrium geometry, from OMol25.

XYZ file:
```
62
Properties=species:S:1:pos:R:3
Sn 0.000 0.000 0.000
P -0.987 -0.815 2.117
P 1.211 0.965 -1.924
N -0.945 -1.128 -0.970
H -0.775 1.607 0.098
C -2.470 -0.019 2.916
H -2.819 -0.577 3.805
H -3.277 0.019 2.165
H -2.231 1.018 3.205
C 0.150 -1.041 3.566
H -0.391 -1.438 4.444
H 0.628 -0.087 3.840
H 0.941 -1.748 3.268
C -1.610 -2.539 1.882
H -2.012 -2.952 2.823
H -0.777 -3.161 1.517
H -2.400 -2.529 1.113
C 0.582 2.532 -2.695
H 1.162 2.826 -3.589
H 0.626 3.336 -1.941
H -0.476 2.383 -2.967
C 3.006 1.356 -1.703
H 3.441 1.788 -2.622
H 3.537 0.426 -1.442
H 3.124 2.069 -0.870
C 1.229 -0.194 -3.361
H 1.770 0.236 -4.222
H 0.189 -0.418 -3.648
H 1.712 -1.132 -3.040
C -1.561 -2.118 -1.693
C -3.513 -2.975 -2.878
C -2.894 -1.957 -2.146
C -0.867 -3.318 -1.992
C -1.496 -4.324 -2.729
C -2.820 -4.161 -3.174
H -4.544 -2.844 -3.224
H -3.417 -1.025 -1.910
H 0.160 -3.428 -1.631
H -0.953 -5.248 -2.957
H -3.308 -4.954 -3.749
C 1.487 2.109 2.041
O 1.466 1.184 1.208
C 0.216 2.661 2.614
H 0.334 3.701 2.959
H -0.100 2.052 3.482
H -0.565 2.555 1.832
C 2.813 2.697 2.450
H 2.863 3.755 2.129
H 3.640 2.130 1.999
H 2.911 2.696 3.551
Se 0.822 2.001 -0.321
C 1.901 3.982 -0.122
C 3.111 4.256 -0.864
C 4.151 5.027 -0.361
C 3.985 5.761 0.785
C 2.700 5.866 1.323
C 1.629 5.017 0.854
H 3.408 3.757 -1.761
H 5.125 4.979 -0.846
H 4.853 6.254 1.224
H 2.591 6.479 2.211
H 0.738 5.049 1.442
```

Net charge: 0
Multiplicity: 1
E_HOMO (alpha / beta), eV: -5.74 / -5.58
ΔE to the lowest compared entry with this formula, charge and spin, kJ/mol: 1584.2
Frontier orbital gap (alpha / beta), eV: 5.768 / 5.127
Max |F|, eV/A: 17.50


The following is a quantum chemistry calculation of a molecular structure, C6H6Cl18 in a non-equilibrium geometry, from OMol25.

XYZ file:
```
30
Properties=species:S:1:pos:R:3
C 1.876 -21.257 23.881
Cl 1.399 -22.497 22.627
Cl 0.588 -20.211 24.231
Cl 3.326 -20.399 23.404
H 2.055 -21.801 24.808
C 5.145 -24.660 28.141
Cl 5.757 -24.376 29.851
Cl 5.502 -26.368 27.631
Cl 5.800 -23.385 27.082
H 4.068 -24.505 28.213
C 4.335 -21.460 29.110
Cl 3.797 -19.699 29.200
Cl 4.853 -22.036 30.684
Cl 5.723 -21.508 27.947
H 3.542 -22.151 28.825
C 5.710 -20.793 25.076
Cl 6.554 -19.620 26.181
Cl 6.316 -22.470 25.475
Cl 5.847 -20.433 23.322
H 4.622 -20.835 25.122
C 0.484 -25.044 24.785
Cl 2.101 -25.723 25.249
Cl 0.670 -23.353 24.590
Cl -0.797 -25.373 25.897
H 0.124 -25.509 23.868
C 2.476 -22.780 26.351
Cl 1.156 -21.673 26.827
Cl 3.055 -23.499 27.875
Cl 3.769 -22.057 25.396
H 1.962 -23.530 25.751
```

Net charge: 0
Multiplicity: 1
E_HOMO, eV: -7.86
ΔE to the lowest compared entry with this formula, charge and spin, kJ/mol: 2249.4
Frontier orbital gap, eV: 7.652
Max |F|, eV/A: 17.60


The following is a quantum chemistry calculation of a molecular structure, C4H9N3O in a non-equilibrium geometry, from OMol25.

XYZ file:
```
17
Properties=species:S:1:pos:R:3
C 1.280 -0.888 0.533
C 0.167 -0.011 -0.021
C -2.137 0.628 -0.657
C -2.139 -0.269 0.627
H 1.383 -1.967 -1.171
H 2.578 -0.315 -1.093
H 1.859 -0.057 1.207
H 0.935 -1.990 1.306
H 2.495 2.200 -0.388
H -1.795 1.710 -0.385
H -2.971 0.380 -1.301
H -3.010 -1.092 0.811
H -2.059 0.487 1.623
N 2.119 -1.068 -0.651
N 0.488 1.192 -0.214
N -1.112 -0.416 -0.521
O 1.920 1.476 0.295
```

Net charge: 0
Multiplicity: 1
E_HOMO, eV: -8.70
ΔE to the lowest compared entry with this formula, charge and spin, kJ/mol: 888.7
Frontier orbital gap, eV: 9.334
Max |F|, eV/A: 8.54


The following is a quantum chemistry calculation of a gas-phase ion, C9H22N2P (charge +1) in a non-equilibrium geometry, from OMol25.

XYZ file:
```
34
Properties=species:S:1:pos:R:3
C -1.540 1.567 3.242
C -0.833 0.529 2.778
C -1.270 -0.391 1.760
C -2.758 -0.538 1.643
N -0.626 0.204 0.154
P -1.151 1.876 -0.083
C 0.686 -0.273 -0.283
C 1.778 0.404 0.626
C 0.694 -1.818 -0.112
C 0.780 0.134 -1.716
C 1.513 -0.760 -2.653
N 1.786 -0.032 -3.938
H -1.421 2.314 4.009
H -2.397 1.766 2.701
H 0.212 0.463 3.020
H -0.787 -1.440 1.879
H -3.108 -1.144 2.493
H -2.958 -1.269 0.813
H -3.277 0.453 1.575
H -1.319 2.088 1.274
H -2.384 1.511 -0.418
H 1.795 1.447 0.504
H 2.798 0.131 0.377
H 1.671 0.311 1.657
H 0.664 -2.234 0.981
H -0.113 -2.290 -0.505
H 1.543 -2.440 -0.569
H -0.225 0.440 -2.009
H 1.413 0.982 -1.658
H 0.909 -1.653 -2.890
H 2.504 -0.892 -2.202
H 2.316 0.712 -3.560
H 0.830 0.405 -4.257
H 2.272 -0.563 -4.632
```

Net charge: +1
Multiplicity: 1
E_HOMO, eV: -11.24
ΔE to the lowest compared entry with this formula, charge and spin, kJ/mol: 393.1
Frontier orbital gap, eV: 7.634
Max |F|, eV/A: 4.17
SMILES: C=C[C@@H](C)N(P)C(C)(C)CC[NH3+]


The following is a quantum chemistry calculation of a molecular structure, C17H39N5O7Sr in a non-equilibrium geometry, from OMol25.

XYZ file:
```
69
Properties=species:S:1:pos:R:3
Sr 0.173 -0.551 0.980
O 2.092 -1.366 2.523
C 2.055 -2.775 2.646
C 0.712 -3.519 2.512
O -0.202 -3.117 1.510
H 2.461 -2.978 3.637
H 2.728 -3.194 1.897
H 0.168 -3.318 3.435
H 0.891 -4.594 2.526
C 3.288 -0.777 -0.976
O 2.234 -0.409 -0.590
N 3.506 -0.830 -2.301
C 4.771 -1.395 -2.816
C 2.553 -0.474 -3.469
H 4.235 -1.064 -0.494
H 5.212 -0.786 -3.605
H 4.660 -2.211 -3.530
H 5.466 -1.839 -2.102
H 2.069 0.493 -3.610
H 3.139 -0.771 -4.339
H 1.833 -1.276 -3.311
C -2.438 -1.509 -1.217
O -1.256 -1.165 -0.846
N -2.992 -1.406 -2.430
C -4.268 -2.118 -2.712
C -2.059 -1.091 -3.556
H -3.197 -1.975 -0.570
H -4.817 -2.308 -1.789
H -4.203 -3.024 -3.316
H -4.864 -1.413 -3.292
H -2.518 -0.400 -4.264
H -1.118 -0.647 -3.230
H -1.714 -2.023 -4.002
C 1.166 2.105 3.180
O 0.614 1.480 2.330
N 2.305 2.677 2.947
C 3.017 2.682 1.660
C 3.094 3.121 4.070
H 0.717 2.183 4.182
H 3.706 3.525 1.617
H 2.380 2.565 0.783
H 3.755 1.882 1.607
H 4.006 2.599 3.782
H 3.322 4.179 3.938
H 2.686 2.768 5.016
C 0.753 2.455 -1.410
O 0.191 1.990 -0.373
N 0.107 2.586 -2.589
C 0.761 3.040 -3.752
C -1.404 2.376 -2.587
H 1.806 2.775 -1.401
H 0.654 4.117 -3.884
H 0.451 2.368 -4.551
H 1.793 2.695 -3.680
H -1.807 1.796 -1.758
H -1.949 3.318 -2.654
H -1.724 1.789 -3.448
C -3.440 0.151 1.868
O -2.243 0.056 1.704
N -3.964 -0.448 2.986
C -5.384 -0.684 3.127
C -3.257 -1.005 4.091
H -4.122 0.434 1.051
H -5.560 -1.757 3.058
H -6.076 -0.285 2.385
H -5.859 -0.354 4.052
H -3.437 -0.411 4.987
H -3.484 -2.040 4.346
H -2.174 -0.897 4.021
```

Net charge: 0
Multiplicity: 1
E_HOMO, eV: -4.46
ΔE to the lowest compared entry with this formula, charge and spin, kJ/mol: 463.8
Frontier orbital gap, eV: 4.601
Max |F|, eV/A: 5.38


The following is a quantum chemistry calculation of C10H20Si2 in the gas phase in a non-equilibrium geometry, from OMol25.

XYZ file:
```
32
Properties=species:S:1:pos:R:3
C -0.324 1.527 1.733
C 0.114 -1.248 -0.815
C -1.392 1.446 0.877
C -0.467 -0.224 -0.612
C -1.164 1.090 -0.608
C -0.551 1.698 3.155
C -2.759 1.670 1.454
C -0.578 2.143 -1.653
C 0.347 -4.182 -1.358
C 2.507 -2.334 -2.309
Si 1.426 1.356 1.240
Si 1.343 -2.662 -0.850
H -2.143 0.820 -1.030
H -1.431 2.344 3.364
H 0.118 2.386 3.646
H -0.642 0.733 3.740
H -3.367 0.709 1.481
H -3.319 2.264 0.790
H -2.807 2.375 2.336
H 0.131 2.818 -1.142
H -1.492 2.760 -2.010
H -0.198 1.667 -2.683
H 1.013 -5.040 -1.391
H -0.628 -4.529 -0.885
H -0.003 -4.205 -2.394
H 3.366 -3.013 -2.390
H 1.910 -2.652 -3.275
H 2.892 -1.315 -2.386
H 2.174 2.301 2.077
H 1.750 1.662 -0.159
H 1.850 0.064 1.653
H 2.324 -2.428 0.403
```

Net charge: 0
Multiplicity: 3
E_HOMO (alpha / beta), eV: -5.20 / -9.62
⟨S²⟩: 2.01
Frontier orbital gap (alpha / beta), eV: 6.062 / 7.777
Max |F|, eV/A: 6.81


The following is a quantum chemistry calculation of C3H6ClN3 in the gas phase in a non-equilibrium geometry, from OMol25.

XYZ file:
```
13
Properties=species:S:1:pos:R:3
Cl 2.449 -0.236 1.024
N 2.035 0.261 -0.594
N 0.347 0.716 -0.827
C -0.038 -0.625 -1.080
C -0.929 -1.053 -0.193
C -1.222 0.028 0.778
N -0.504 1.061 0.152
H 2.197 1.345 -0.604
H 0.523 -1.114 -1.861
H -1.457 -2.100 -0.141
H -2.304 0.122 0.831
H -0.923 -0.353 1.813
H -0.174 1.948 0.702
```

Net charge: 0
Multiplicity: 1
E_HOMO, eV: -8.07
ΔE to the lowest compared entry with this formula, charge and spin, kJ/mol: 449.8
Frontier orbital gap, eV: 8.965
Max |F|, eV/A: 5.89
SMILES: ClNN1C=CCN1


The following is a quantum chemistry calculation of a molecular structure, C26H35BIrN11O2 in a non-equilibrium geometry, from OMol25.

XYZ file:
```
76
Properties=species:S:1:pos:R:3
Ir 1.018 -0.427 0.897
C -1.104 0.724 3.342
C -1.685 0.282 2.037
C -2.994 0.319 1.577
C -2.993 -0.335 0.350
N -1.749 -0.734 0.080
N -0.955 -0.366 1.113
B -1.104 -1.755 -0.876
N 0.096 -1.142 -1.643
C 0.343 -1.076 -2.948
C 1.701 -0.878 -3.142
C 2.281 -0.843 -1.883
C 3.733 -0.795 -1.537
N 1.275 -0.992 -0.981
N -0.474 -2.809 0.075
C -0.722 -4.104 0.312
C 0.097 -4.552 1.325
C 0.861 -3.462 1.711
C 1.930 -3.413 2.751
N 0.489 -2.403 0.959
N -2.059 -2.315 -1.882
C -1.940 -3.480 -2.616
C -2.866 -3.430 -3.604
C -3.527 -2.182 -3.442
C -4.629 -1.610 -4.260
N -3.012 -1.511 -2.410
H -1.374 1.753 3.564
H -0.010 0.665 3.341
H -1.491 0.094 4.144
H -3.845 0.740 2.090
H -3.802 -0.557 -0.328
H -0.449 -1.206 -3.671
H 2.221 -0.834 -4.085
H 4.181 0.151 -1.832
H 4.254 -1.579 -2.085
H 3.902 -0.958 -0.476
H -1.484 -4.635 -0.238
H 0.147 -5.549 1.732
H 1.594 -3.903 3.662
H 2.227 -2.398 2.980
H 2.816 -3.948 2.406
H -1.197 -4.229 -2.389
H -3.071 -4.181 -4.350
H -5.500 -2.268 -4.235
H -4.335 -1.552 -5.309
H -4.915 -0.624 -3.904
N 2.716 -0.060 3.589
C 3.300 0.593 2.568
C 4.531 1.237 2.782
C 5.106 1.960 1.788
C 4.451 2.086 0.538
C 3.282 1.449 0.357
N 2.689 0.658 1.342
H 3.162 -0.069 4.492
H 1.788 -0.429 3.540
H 4.990 1.163 3.760
H 6.055 2.454 1.959
H 4.880 2.672 -0.263
H 2.741 1.511 -0.571
O 0.135 2.523 1.761
C 0.156 2.367 0.556
O 0.558 1.299 -0.085
C -0.316 3.466 -0.394
N -0.742 4.642 0.467
C -2.166 5.003 0.099
C -2.739 3.690 -0.404
C -1.576 3.067 -1.191
H 0.517 3.755 -1.031
H -0.114 5.440 0.386
H -0.662 4.285 1.429
H -2.124 5.745 -0.695
H -2.669 5.431 0.961
H -3.615 3.862 -1.025
H -3.030 3.048 0.430
H -1.529 3.473 -2.200
H -1.651 1.983 -1.265
```

Net charge: +3
Multiplicity: 2
E_HOMO (alpha / beta), eV: -16.09 / -16.09
⟨S²⟩: 0.76
ΔE to the lowest compared entry with this formula, charge and spin, kJ/mol: 290.7
Frontier orbital gap (alpha / beta), eV: 6.918 / 3.748
Max |F|, eV/A: 2.93